No. 1
# C4H8ClN

One molecule with the formula C4H8ClN at a distorted geometry (the ωB97M-V functional and the def2-TZVPD basis, OMol25).

Summary:
Orbital gap   10.00 eV
Highest occupied orbital energy   -8.95 eV
LUMO   1.0 eV

```
! RIJCOSX wB97M-V def2-TZVPD def2/J DEFGRID3
* xyz 0 1
C -1.78270 -0.82663 0.23099
C 0.14223 0.36460 -0.63574
C 0.71401 1.11747 0.56803
C 1.65759 0.41857 -0.45947
H -2.17144 -1.83935 0.36677
H -1.67928 -0.37207 1.25644
H -2.55662 -0.24752 -0.31762
H 0.11432 -1.64283 -0.12726
H -0.22167 1.03713 -1.44665
H 0.81659 2.20482 0.60481
H 0.66151 0.66069 1.55210
H 2.22144 1.03375 -1.16388
N -0.51033 -0.94090 -0.51382
Cl 2.59435 -0.96773 0.08529
*
```

***

No. 2
# C4H8ClN

One molecule with the formula C4H8ClN at a distorted geometry (the ωB97M-V functional and the def2-TZVPD basis, OMol25).

Summary:
Orbital gap   10.26 eV
Highest occupied orbital energy   -9.31 eV
LUMO   0.9 eV

```
! RIJCOSX wB97M-V def2-TZVPD def2/J DEFGRID3
* xyz 0 1
C 1.56547 -0.17339 0.43063
C 0.53837 0.61904 -0.38810
C -0.89417 0.54329 -0.03198
C -1.71133 1.56708 0.20974
H 3.24794 0.81862 -0.21362
H 3.53750 -0.65894 0.36916
H 1.26498 -1.19488 0.66202
H 1.58914 0.31614 1.45396
H 0.82766 1.65480 -0.59938
H 0.58329 0.07888 -1.41742
H -1.39921 2.56724 -0.06518
H -2.70888 1.35190 0.57449
N 2.91084 -0.12603 -0.15678
Cl -1.42990 -1.14045 -0.05814
*
```

***

No. 3
# C4H8ClN2

A 2-piece molecular cluster, C4H8ClN2 overall at a distorted geometry (the ωB97M-V functional and the def2-TZVPD basis, OMol25).

Summary:
Orbital gap (spin up / spin down)   7.64 / 7.93 eV
Highest occupied orbital energy (spin up / spin down)   -13.69 / -14.16 eV
LUMO (spin up / spin down)   -6.1 / -6.2 eV

```
! RIJCOSX wB97M-V def2-TZVPD def2/J DEFGRID3
* xyz 1 1
C 1.09677 0.53150 -0.00844
C -1.91287 -0.51622 -0.21536
C 2.30994 0.62873 0.86265
C -2.50028 -1.83418 -0.24300
N 0.48798 -0.52018 0.18892
N 0.86278 1.70238 -0.76428
Cl -2.35862 0.86169 0.38023
H 2.56453 -0.27313 1.41190
H 2.11901 1.46397 1.65509
H 3.31283 0.88859 0.22462
H -3.47267 -1.95359 0.34311
H -2.81946 -1.82545 -1.31607
H -1.92448 -2.68468 -0.14641
H 1.78485 2.08069 -0.68450
H 0.44969 1.44988 -1.68847
*
```

***

No. 4
# C4H8ClN4

An isolated ion of composition C4H8ClN4 and charge +1 at a distorted geometry (the ωB97M-V functional and the def2-TZVPD basis, OMol25).

Summary:
Orbital gap   9.39 eV
Highest occupied orbital energy   -14.15 eV
LUMO   -4.8 eV

```
! RIJCOSX wB97M-V def2-TZVPD def2/J DEFGRID3
* xyz 1 1
C 1.25013 -1.47082 0.73358
C 1.37928 0.45682 -0.50973
C -0.21510 -1.68800 0.76663
C -0.95290 -0.41219 0.23582
N 1.89919 -0.60506 0.03471
N 1.35658 1.33870 -1.38357
N -0.17376 0.71518 0.40427
N -0.86280 1.90150 0.00155
Cl -1.39841 -0.58311 -1.54492
H 1.78778 -2.29363 1.14872
H -0.62295 -2.50771 0.11447
H -0.55460 -1.80559 1.73800
H -1.96510 -0.40957 0.66930
H 2.26662 1.01719 -1.86416
H -1.56006 2.24787 0.56861
H -1.39208 1.50790 -0.85556
H -0.24182 2.59050 -0.25772
*
```

***

No. 5
# C4H8ClNO

C4H8ClNO as an isolated structure at a distorted geometry (the ωB97M-V functional and the def2-TZVPD basis, OMol25).

Summary:
Orbital gap   9.87 eV
Highest occupied orbital energy   -9.04 eV
LUMO   0.8 eV

```
! RIJCOSX wB97M-V def2-TZVPD def2/J DEFGRID3
* xyz 0 1
C 1.93463 -0.56725 -0.19695
C -1.07283 -1.16500 0.18723
C -0.53600 0.26095 0.48142
C 0.45244 0.66528 -0.50466
N 2.30212 -0.31228 1.05079
O 2.31255 -1.36934 -0.97556
Cl 0.96055 2.30536 -0.49178
H -0.42064 -1.52304 -0.69602
H -0.91676 -1.72772 1.13650
H -2.07919 -1.30250 0.00809
H -0.28528 0.10106 1.54273
H -1.46006 0.88882 0.58839
H 0.12926 0.33129 -1.57066
H 1.56954 0.26495 1.43920
H 2.85543 -0.89729 1.60907
*
```

***

No. 6
# C4H8ClNO2S

One molecule with the formula C4H8ClNO2S at a distorted geometry (the ωB97M-V functional and the def2-TZVPD basis, OMol25).

Summary:
Orbital gap   8.96 eV
Highest occupied orbital energy   -9.09 eV
LUMO   -0.1 eV

```
! RIJCOSX wB97M-V def2-TZVPD def2/J DEFGRID3
* xyz 0 1
C 1.55339 -0.54698 -0.50009
C 0.45981 1.05890 0.99025
C -0.81616 0.17407 -1.05996
C 0.23550 -0.08520 0.04920
N 1.89024 -1.78313 -0.54623
O 2.41154 0.37916 -0.91490
O 0.99483 -2.73320 -0.07179
S 4.04722 0.29146 -0.92042
Cl 4.34788 0.17792 1.12226
H 1.17116 1.03650 1.82723
H -0.34891 1.49792 1.60482
H 0.88790 1.95549 0.42234
H -0.72473 -0.72552 -1.73940
H -0.51238 1.14669 -1.37423
H -1.71778 0.22950 -0.37934
H 0.08412 -0.98662 0.67301
H 1.39358 -3.56300 -0.44363
*
```

***

No. 7
# C4H8ClNS

A 2-piece molecular cluster, C4H8ClNS overall at a distorted geometry (the ωB97M-V functional and the def2-TZVPD basis, OMol25).

Summary:
Orbital gap   9.51 eV
Highest occupied orbital energy   -8.61 eV
LUMO   0.9 eV

```
! RIJCOSX wB97M-V def2-TZVPD def2/J DEFGRID3
* xyz 0 1
C 0.40119 -1.08378 0.23624
C -0.93147 -1.84617 0.16848
C -0.95846 0.68557 0.07393
C -1.40260 2.13410 -0.03565
N 0.24469 0.33448 0.33662
S -2.19988 -0.61203 -0.22292
Cl 4.17398 -0.26198 -0.94249
H 0.99642 -1.40362 1.11746
H 1.15395 -1.21076 -0.54566
H -0.86262 -2.63207 -0.52085
H -1.15365 -2.13699 1.11341
H -1.39164 2.56660 0.94481
H -2.44653 2.23956 -0.48846
H -0.60948 2.65260 -0.66822
H 4.98609 0.57452 -0.56669
*
```

***

No. 8
# C4H8ClNS

One molecule with the formula C4H8ClNS at a distorted geometry (the ωB97M-V functional and the def2-TZVPD basis, OMol25).

Summary:
Orbital gap (spin up / spin down)   6.69 / 6.41 eV
Highest occupied orbital energy (spin up / spin down)   -5.86 / -9.64 eV
LUMO (spin up / spin down)   0.8 / -3.2 eV

```
! RIJCOSX wB97M-V def2-TZVPD def2/J DEFGRID3
* xyz 0 3
C -0.66065 -0.84939 -0.91558
C -1.56023 -2.06572 -1.06213
C 1.65809 1.23957 0.96262
C 0.21998 1.59188 1.03148
N 0.18123 -0.61849 -1.82420
S -1.10443 -0.15722 0.63352
Cl -0.33047 2.04402 2.56611
H -0.94366 -2.85033 -0.76437
H -1.90555 -2.34530 -2.05039
H -2.31809 -2.00241 -0.31672
H 1.81125 0.64491 1.81754
H 2.38714 2.09456 1.07777
H 1.90663 0.66703 0.13764
H -0.11318 2.37462 0.29818
H 0.77194 0.23227 -1.59147
*
```

***

| no. | molecular weight (g mol⁻¹) |
| --- | --- |
| 1 | 105.6 |
| 2 | 105.6 |
| 3 | 119.6 |
| 4 | 147.6 |
| 5 | 121.6 |
| 6 | 169.6 |
| 7 | 137.6 |
| 8 | 137.6 |